Record 1
2
Properties=species:S:1:pos:R:3 method="wB97M-V/def2-TZVPD" max_force_ha_per_bohr=0.018 total_charge=+1 spin_multiplicity=2 de_lowest_kcal_mol=13.9 gap_ha="0.364 / 0.245"
Cu 13.6213 3.1678 16.1358
Cl 11.1250 2.9144 16.5521



Record 2
54
Properties=species:S:1:pos:R:3 method="wB97M-V/def2-TZVPD" max_force_ha_per_bohr=0.086 total_charge=+2 spin_multiplicity=3 gap_ha="0.277 / 0.304"
V 0.1625 -0.1081 0.1903
Cl -0.5956 1.1440 2.0479
P -1.9885 -0.2930 -1.2851
P 2.2946 0.6935 0.4924
O 1.9556 2.2007 -3.3810
O -0.2800 1.9111 -1.1522
N 0.9909 -1.0429 -1.5334
C -1.4036 -0.2285 2.8480
C 0.2106 -1.8566 -2.2608
C -2.3722 0.0606 3.7979
C -2.5148 0.5084 -2.8191
C -0.1390 -1.7315 1.2760
C -2.0495 -2.5381 2.7751
C -3.4233 -0.5786 -0.2470
C 3.0673 0.2785 -1.1968
C 0.7218 -2.5872 -3.3479
C 2.3075 -0.8653 -1.8598
C -1.2502 -1.8852 -1.8439
C 2.5428 2.5207 0.6119
C -1.1805 -1.5101 2.3167
C 2.8615 -1.5353 -2.9698
C 2.0810 -2.4292 -3.6956
C -3.0817 -2.2546 3.6771
C 3.5299 -0.0122 1.6021
C -3.1882 -0.9879 4.2610
H -3.1519 -1.2110 0.6183
H -1.8422 -2.1750 -2.7099
H -2.9621 -0.2212 -3.5026
H -1.3972 -2.6211 -1.0349
H -2.4352 1.0736 4.2021
H 4.4970 0.4965 1.5227
H 2.2657 2.7511 1.6477
H 3.6016 -1.0834 1.3764
H 3.5823 2.8366 0.4197
H 2.4135 3.0557 -3.1050
H -0.1873 -2.7277 0.8428
H 1.3331 2.2721 -2.6041
H 1.8386 3.0348 -0.0653
H 0.8884 -1.4204 1.5826
H -0.5708 2.8132 -1.2473
H -3.7931 0.3932 0.1224
H 4.1592 0.1093 -1.1951
H 3.0484 0.1637 2.5715
H -3.7451 -3.0599 4.0306
H 2.9477 1.1635 -1.7390
H 2.4967 -2.9894 -4.5568
H -3.2345 1.2993 -2.5690
H -1.0979 1.2568 -1.1285
H -1.6244 0.9686 -3.2703
H -4.1855 -1.0801 -0.8623
H -3.9681 -0.7561 4.9809
H 0.0341 -3.2250 -3.8931
H -1.9511 -3.5529 2.3642
H 3.9344 -1.3405 -3.2035



Record 3
141
Properties=species:S:1:pos:R:3 method="wB97M-V/def2-TZVPD" max_force_ha_per_bohr=0.202 spin_multiplicity=1 gap_ha=0.182
S -4.2670 4.3705 -3.7987
S 3.3194 3.7798 -2.7078
S 8.9770 4.4090 7.0224
S 3.1827 2.8263 -6.4474
S -0.8595 -3.7013 -2.6251
S -4.2532 0.6414 6.4697
S 6.8350 0.2847 3.4389
S -2.6389 1.0388 -2.8725
P -3.0048 -2.3434 2.7764
P 1.0173 -6.5719 -3.8609
F 7.1078 -0.6779 2.0780
F 6.6229 1.4494 4.6964
F 2.2934 -8.3129 -1.2881
F 4.3246 -1.2390 1.4096
F 8.4887 0.7081 3.3997
F 5.2652 -2.6240 3.2065
F 4.5924 0.0105 4.9147
F 7.2353 -0.9329 4.5413
F 4.2674 1.0264 2.8126
F 6.5117 1.5849 2.3472
O 1.7872 2.9336 -6.7799
O -4.7113 -0.5763 7.4458
O -3.1503 5.1112 -4.3178
O 8.8874 4.8921 5.4709
O -4.7647 5.0818 -2.4221
O 9.8323 5.3232 7.7295
O 3.7031 3.1623 -5.1497
O 4.7524 3.1593 -2.2528
O -1.0970 1.2783 -2.4132
O -3.4996 1.4430 -1.7958
O -4.4358 -2.4091 3.7512
O 2.7516 2.9108 -3.7069
O -2.7239 -0.2533 -3.5003
O 7.6544 4.0714 7.4698
O -4.1506 0.1285 5.1286
O 3.4728 5.1953 -2.8990
O 4.0374 3.6285 -7.5798
O 3.6830 1.3255 -6.8301
O -4.2341 2.9468 -3.5831
O 9.8056 3.0326 6.7681
O -2.6954 2.1757 -4.0399
O -5.5759 4.7180 -4.7024
O 2.4137 -7.5941 -4.1439
O 2.5275 3.5326 -1.3036
O -5.0237 1.8058 6.8034
O -2.7484 0.8289 7.0563
O -8.2489 -0.8703 -3.0824
N 1.3993 -5.0886 -4.8220
N -0.7907 -3.3031 0.6831
N -6.8682 0.9737 -4.1021
C 5.0016 -0.0535 3.5030
C 4.7383 2.9045 -0.8478
C -2.0999 -3.0457 0.0072
C 3.2809 2.6271 -0.4995
C 2.0918 -2.7142 2.5329
C -2.3643 -3.2050 -1.5896
C 0.0520 -4.8604 -1.4394
C -4.8161 -2.3287 0.2210
C 4.5008 -1.4435 2.8400
C -3.8011 -2.9584 -2.2464
C 1.4680 -6.7983 0.6714
C 1.5660 -7.1017 -0.9191
C -5.0745 -2.5134 -1.3463
C 0.6828 -5.4878 1.1493
C -0.0548 -4.4728 0.1142
C -1.5087 2.9730 -3.9780
C -5.9705 0.1274 -3.1953
C 4.3097 1.3572 -8.1116
C -6.6348 5.1360 -3.8428
C -2.5973 0.0464 8.2407
C 0.8561 -6.1321 -2.0049
C 2.9809 -1.7041 3.4411
C -3.3649 -2.5701 0.9223
C 0.0652 -2.0685 0.7992
C -6.9745 -0.8041 -2.3139
C -5.9474 5.8382 -2.6775
C 9.8162 4.1370 4.6953
C 4.9563 2.7341 -8.2052
C -6.4863 -2.3384 -2.1209
C 0.6249 -2.0296 2.3440
C -2.3221 -0.5462 3.0219
C -0.4327 2.0602 -3.4035
C -3.5556 -1.1264 8.0759
C -6.1264 -1.8822 1.1168
C -6.9228 -3.1984 1.7218
C 9.8759 2.7708 5.3669
H 3.2217 -7.0663 -3.9025
H -6.9917 -4.0031 0.8924
H 0.3942 2.6180 -2.9623
H -2.8770 0.6673 9.0971
H -3.9340 -3.1189 -3.3828
H -6.9220 -1.3118 0.4859
H -0.5141 -1.0775 0.5402
H 1.9903 -4.5056 -4.1908
H -1.6679 -0.1907 2.1338
H -3.8188 -1.5862 9.0300
H 3.5311 1.2352 -8.8712
H -1.6459 -0.5287 3.9852
H -7.4677 1.5984 -3.5308
H -8.7674 -1.5915 -2.6402
H 2.0705 -5.4332 -5.5579
H 10.7858 4.6426 4.7430
H 2.5918 -3.0746 1.5553
H 1.9161 -3.6827 3.1787
H -5.4961 0.8951 -2.4504
H 5.1374 3.0353 -9.2392
H -6.3723 -2.8984 -3.1482
H 3.1702 -2.2363 4.4741
H -1.2470 3.3436 -4.9709
H -3.1652 0.2313 3.1713
H -1.7019 3.8189 -3.3137
H 0.6269 -5.2861 2.2926
H 2.4951 -0.6787 3.6628
H -6.5776 5.8722 -1.7864
H -7.2948 -2.9444 -1.5251
H 1.9500 -7.5002 1.4604
H -5.8139 -1.1424 1.9732
H -5.1904 -0.4861 -3.7913
H 5.0368 0.5487 -8.2046
H 2.9954 1.6082 -0.7803
H -6.4389 -3.6082 2.6895
H 10.7948 2.2323 5.1256
H -7.2315 -0.2405 -1.3360
H -0.1535 -2.6597 2.9641
H -7.1687 4.2420 -3.5052
H -5.6492 6.8550 -2.9507
H 5.8970 2.7669 -7.6470
H 3.0689 2.7841 0.5596
H -1.5613 -0.2800 8.3525
H 5.3878 2.0601 -0.6073
H 9.0147 2.1585 5.0917
H 5.1022 3.8004 -0.3357
H 1.0054 -2.1446 0.1223
H -0.0449 1.3789 -4.1674
H -4.5693 -1.4778 4.1143
H -7.3262 5.7920 -4.3745
H -6.2970 1.5241 -4.7702
H -3.1372 -1.8870 7.4091
H 0.5442 -0.9458 2.7510
H 9.4903 4.0757 3.6555
H -7.9945 -2.8165 1.9958



Record 4
19
Properties=species:S:1:pos:R:3 method="wB97M-V/def2-TZVPD" max_force_ha_per_bohr=0.079 spin_multiplicity=1 de_lowest_kcal_mol=135.3 gap_ha="0.295 / 0.275"
O -1.8797 0.6487 -0.2887
N -2.1229 -2.0300 -0.8963
N -2.0882 -1.7394 0.2703
C -3.2173 0.8279 0.1145
C 2.3027 0.7481 -0.4417
C 0.2249 -0.6190 -0.1166
C 2.3992 -1.5743 0.2178
C -1.1831 -0.5021 0.1196
C 3.0842 -0.3898 -0.0906
C 0.9113 0.6564 -0.2857
C 1.0216 -1.7229 0.0997
H 0.4395 -2.5822 0.2449
H 2.8661 -2.4951 0.5512
H -3.8797 0.7214 -0.9114
H -3.4230 1.8513 0.3263
H -3.4391 0.1869 1.0228
H 2.8737 1.7466 -0.5721
H 4.0994 -0.4195 -0.0346
H 0.2457 1.5883 -0.3878



Record 5
8
Properties=species:S:1:pos:R:3 method="wB97M-V/def2-TZVPD" max_force_ha_per_bohr=0.068 total_charge=-2 spin_multiplicity=1 de_lowest_kcal_mol=1.6 gap_ha=0.201
Cl -9.8057 1.8805 0.1176
S -7.8066 -0.5961 0.0418
S 10.3367 0.4872 -0.3850
O -8.5900 -1.7386 0.4888
O -7.2309 -0.7694 -1.3381
O 6.6588 0.0079 0.8536
N 8.6880 0.4849 -0.2427
C 7.7496 0.2437 0.4641



Record 6
81
Properties=species:S:1:pos:R:3 method="wB97M-V/def2-TZVPD" max_force_ha_per_bohr=0.053 total_charge=+1 spin_multiplicity=3 de_lowest_kcal_mol=0.0 gap_ha="0.293 / 0.322"
O 2.2418 -1.8613 2.2959
O -1.3990 -3.2211 -3.0229
N -2.3292 -2.3618 -2.7368
N 0.1544 2.3103 4.7540
N -1.1255 2.2470 2.6746
N -3.6322 5.4436 1.7698
N 3.5121 -1.9144 2.0244
N -2.0877 3.6204 1.3905
C -1.3680 0.3136 -3.4691
C -1.8076 -0.6908 -4.5309
C -0.6146 1.4754 3.8572
C -3.0075 -0.7527 -0.9600
C 2.8592 -3.9435 0.6992
C -2.8872 4.7144 0.7921
C -4.1767 -1.0659 -3.7912
C -1.8227 -1.4531 -1.6718
C 3.5932 0.2115 3.3313
C 3.7052 0.2989 0.8586
C 3.6980 -2.6605 0.7392
C 5.6049 -0.5900 2.2372
C -5.0840 5.1445 1.7844
C 4.0725 -0.5301 2.0885
C -3.0493 -2.7792 -5.0869
C -2.8016 -1.7294 -4.0050
C -0.8320 1.8539 1.3984
C -1.1227 -2.2176 -0.5562
C -1.4445 2.7351 0.5682
C 5.1598 -3.1597 0.6116
C 3.3392 -1.7964 -0.4739
C -0.8497 -0.4039 -2.2226
C 3.9836 -0.4117 -0.4574
C -1.8797 3.3346 2.6595
H -3.5008 -2.3107 -5.9610
H -1.4460 2.7215 -0.5073
H 0.0996 -0.8886 -2.4746
H -2.1295 -3.2564 -5.4208
H 1.7869 -3.7491 0.6917
H -2.2488 -0.1587 -5.3760
H -1.7774 -2.9768 -0.1249
H -4.8776 -1.7615 -3.3282
H 3.0841 -4.5929 1.5466
H 4.2443 1.2489 0.8824
H -5.4396 4.6424 0.8787
H -2.1955 0.9829 -3.2104
H 5.7905 -2.4886 0.0288
H -3.5041 4.2622 0.0089
H 5.9978 0.4019 2.4655
H -1.4307 0.9515 4.3526
H -0.2051 -2.7034 -0.8864
H -4.1413 -0.1586 -3.1914
H -0.5789 0.9520 -3.8729
H 3.0761 -4.5013 -0.2111
H 3.5884 0.1838 -1.2836
H -0.6203 0.3301 -1.4427
H -5.6248 6.0865 1.8625
H 0.0210 0.6880 3.4497
H 6.1219 -0.9102 1.3365
H -3.9199 -1.3448 -1.0246
H -2.2103 5.3916 0.2652
H 4.1015 1.1714 3.4225
H 5.0595 -0.4914 -0.6321
H -0.9189 -1.1970 -4.9206
H -4.5999 -0.7674 -4.7508
H -5.3541 4.5101 2.6304
H 5.8913 -1.2506 3.0560
H -3.7294 -3.5548 -4.7321
H 3.7987 -0.3580 4.2387
H 2.5240 0.4251 3.2932
H -0.4784 2.8536 5.3278
H -3.5591 6.4356 1.6015
H -2.2576 3.8903 3.4998
H -3.2176 0.2415 -1.3590
H -2.8064 -0.6120 0.1032
H 0.7264 2.8977 4.1585
H 5.6192 -3.3024 1.5897
H 5.2021 -4.1241 0.1080
H 2.2503 -1.6709 -0.5170
H -0.2393 0.9959 1.1301
H 3.6230 -2.3115 -1.3934
H -0.8352 -1.5352 0.2460
H 2.6374 0.5520 0.8969